Record 1
{"formula": "C49H57Cl2N2O4RuSe", "method": "ωB97M-V/def2-TZVPD", "species": ["Ru", "C", "C", "C", "C", "C", "C", "C", "Se", "C", "C", "C", "C", "C", "C", "O", "C", "C", "C", "C", "C", "C", "C", "C", "C", "O", "C", "C", "C", "C", "C", "C", "H", "H", "H", "H", "H", "H", "H", "H", "H", "H", "H", "H", "H", "H", "H", "H", "H", "H", "H", "H", "H", "H", "H", "H", "H", "H", "H", "H", "H", "H", "H", "H", "H", "H", "H", "H", "H", "H", "H", "H", "Cl", "C", "C", "C", "C", "C", "Cl", "C", "N", "H", "H", "H", "C", "C", "C", "C", "C", "C", "N", "C", "C", "C", "C", "C", "C", "C", "O", "O", "C", "C", "H", "H", "H", "H", "H", "H", "H", "H", "H", "H", "H", "H", "H", "H"], "coordinates": [[-0.195, 0.033, -0.374], [-3.756, -2.376, 5.668], [-4.462, -1.245, 4.911], [-5.950, -1.592, 4.805], [-4.349, 0.052, 5.727], [-3.809, -1.047, 3.543], [-2.499, -0.608, 3.441], [-1.912, -0.358, 2.209], [-0.228, 0.646, 2.272], [1.457, -0.340, 2.275], [2.026, -0.552, 3.521], [3.342, -0.964, 3.654], [4.020, -1.281, 2.478], [3.498, -1.077, 1.209], [2.205, -0.487, 1.080], [1.775, -0.062, -0.089], [4.304, -1.421, -0.048], [5.620, -2.126, 0.294], [4.663, -0.135, -0.814], [3.492, -2.366, -0.950], [4.020, -0.898, 5.023], [5.468, -1.391, 4.976], [4.034, 0.576, 5.469], [3.264, -1.725, 6.070], [-2.632, -0.493, 0.993], [-2.159, -0.094, -0.165], [-3.964, -1.002, 1.093], [-4.498, -1.247, 2.347], [-4.812, -1.206, -0.171], [-5.086, 0.157, -0.829], [-4.087, -2.138, -1.160], [-6.157, -1.862, 0.155], [-4.189, -2.506, 6.665], [-2.696, -2.150, 5.783], [-3.856, -3.318, 5.125], [-6.365, -1.718, 5.807], [-6.110, -2.523, 4.257], [-6.503, -0.793, 4.308], [-4.823, -0.075, 6.705], [-4.846, 0.872, 5.206], [-3.309, 0.336, 5.889], [-1.899, -0.425, 4.326], [1.419, -0.352, 4.396], [5.018, -1.691, 2.552], [6.292, -1.469, 0.851], [6.123, -2.404, -0.634], [5.456, -3.039, 0.873], [5.250, 0.529, -0.174], [3.769, 0.393, -1.134], [5.258, -0.380, -1.698], [3.236, -3.282, -0.410], [4.074, -2.638, -1.834], [2.574, -1.893, -1.290], [6.058, -0.807, 4.268], [5.514, -2.445, 4.693], [5.925, -1.290, 5.963], [4.629, 1.173, 4.775], [4.458, 0.666, 6.473], [3.026, 0.990, 5.479], [3.233, -2.772, 5.776], [2.238, -1.376, 6.189], [3.765, -1.644, 7.039], [-5.520, -1.592, 2.394], [-4.154, 0.647, -1.097], [-5.634, 0.808, -0.142], [-5.681, 0.025, -1.737], [-3.159, -1.703, -1.513], [-4.723, -2.332, -2.028], [-3.861, -3.091, -0.674], [-6.804, -1.197, 0.732], [-6.016, -2.790, 0.715], [-6.672, -2.106, -0.777], [-2.461, 3.117, 0.336], [-1.108, 3.858, -0.430], [-1.029, 5.233, -0.395], [0.011, 5.900, -1.029], [0.957, 5.171, -1.735], [0.875, 3.800, -1.787], [2.055, 2.919, -2.693], [-0.124, 3.035, -1.099], [-0.074, 1.715, -1.143], [-1.800, 5.783, 0.127], [0.072, 6.979, -0.984], [1.770, 5.670, -2.245], [0.088, -5.519, 5.977], [1.034, -5.511, 4.805], [2.321, -6.011, 4.962], [3.255, -5.905, 3.946], [2.902, -5.314, 2.747], [1.599, -4.876, 2.543], [1.274, -4.355, 1.259], [0.230, -4.864, 0.507], [-0.069, -6.231, 0.611], [-1.016, -6.819, -0.202], [-1.672, -6.081, -1.178], [-1.387, -4.733, -1.295], [-0.471, -4.107, -0.456], [-0.363, -2.618, -0.592], [-0.521, -2.090, -1.702], [-0.154, -1.916, 0.461], [0.651, -4.952, 3.578], [-0.737, -4.410, 3.368], [0.510, -6.083, 6.810], [-0.883, -5.947, 5.725], [-0.083, -4.497, 6.323], [2.606, -6.477, 5.899], [4.262, -6.281, 4.089], [3.623, -5.211, 1.946], [1.460, -3.369, 1.136], [0.454, -6.819, 1.356], [-1.234, -7.873, -0.077], [-2.399, -6.550, -1.829], [-1.890, -4.114, -2.027], [-1.359, -5.142, 2.847], [-0.710, -3.508, 2.756], [-1.220, -4.159, 4.308]], "forces_ev_per_angstrom": [[0.4, 0.4, -0.6], [0.0, 0.0, 0.0], [0.0, 0.0, 0.1], [0.1, 0.0, 0.0], [0.0, -0.1, 0.0], [-0.1, 0.0, 0.0], [0.1, -0.1, 0.0], [0.3, 0.1, -0.1], [-0.1, 0.4, 0.0], [-0.3, 0.0, -0.1], [0.0, -0.1, 0.0], [0.0, 0.0, 0.1], [0.0, 0.0, 0.1], [-0.3, 0.1, -0.3], [0.2, -0.1, 0.5], [0.0, 0.0, 0.0], [0.0, 0.0, -0.1], [0.0, 0.0, 0.0], [-0.1, -0.1, 0.0], [0.0, 0.1, 0.0], [0.0, 0.0, 0.1], [-0.1, 0.0, 0.0], [0.0, -0.1, 0.0], [0.0, 0.1, -0.1], [-0.3, 0.0, 0.6], [-0.1, 0.1, 0.0], [0.3, 0.2, -0.3], [0.0, 0.0, 0.1], [0.1, 0.0, 0.0], [0.0, -0.1, 0.0], [0.0, 0.1, 0.1], [0.1, 0.1, 0.0], [0.0, 0.0, 0.0], [0.1, -0.1, 0.0], [0.1, 0.0, 0.0], [0.0, 0.0, 0.0], [0.0, 0.0, 0.0], [0.0, 0.0, 0.0], [0.0, 0.0, 0.0], [0.0, 0.0, 0.0], [0.0, 0.0, 0.0], [-0.1, 0.0, 0.0], [0.0, 0.1, 0.0], [0.0, 0.1, 0.0], [0.0, 0.0, 0.0], [0.0, 0.0, 0.0], [0.0, 0.0, 0.0], [0.0, 0.0, 0.0], [0.0, 0.0, 0.0], [0.0, 0.0, 0.0], [0.0, 0.0, -0.1], [0.0, 0.0, 0.0], [-0.1, 0.0, 0.0], [0.0, 0.0, 0.0], [0.0, 0.0, 0.0], [0.0, 0.0, 0.0], [0.0, 0.0, 0.0], [0.0, 0.0, 0.0], [0.0, 0.0, 0.0], [0.0, -0.2, 0.0], [0.0, 0.0, 0.0], [0.0, 0.0, 0.0], [0.1, 0.0, 0.0], [0.0, 0.0, 0.0], [0.0, 0.0, 0.0], [0.0, 0.0, 0.0], [0.1, 0.0, 0.0], [0.0, 0.0, 0.0], [0.0, 0.0, 0.0], [0.0, 0.0, 0.0], [-0.1, 0.0, 0.0], [0.0, 0.0, 0.0], [-0.1, -0.3, 0.1], [0.5, -0.6, -0.3], [0.1, 0.1, 0.0], [-0.1, 0.0, 0.0], [0.1, 0.2, -0.1], [-0.2, -0.3, 0.2], [0.2, 0.0, -0.1], [0.0, 1.0, -0.1], [-0.6, -0.7, 0.6], [0.0, 0.0, 0.0], [0.0, 0.0, 0.0], [0.0, 0.0, 0.0], [0.0, 0.0, 0.0], [0.0, 0.0, 0.0], [0.1, 0.0, 0.0], [0.1, 0.1, 0.0], [0.0, -0.1, 0.0], [0.1, -0.1, 0.1], [-0.2, 0.5, 0.1], [0.0, -0.2, -0.3], [-0.1, 0.1, 0.1], [0.0, -0.1, 0.0], [-0.1, 0.0, -0.1], [0.0, 0.0, 0.1], [0.1, 0.0, 0.3], [0.1, -0.3, -0.1], [0.1, 0.1, -0.1], [0.1, -0.3, 0.0], [0.1, 0.1, -0.1], [0.1, 0.1, -0.1], [0.0, 0.0, 0.0], [0.0, 0.0, 0.0], [-0.1, 0.0, 0.0], [0.0, 0.0, 0.0], [0.0, 0.0, 0.0], [-0.1, 0.0, -0.1], [-0.1, 0.1, 0.1], [0.0, 0.0, 0.0], [0.0, 0.0, 0.0], [0.0, 0.0, 0.0], [0.0, 0.0, 0.0], [-0.1, 0.0, 0.0], [0.0, 0.0, -0.1], [0.0, 0.0, 0.1]], "lowdin_spin": [2.4161, 0.0004, 0.0007, 0.0000, 0.0003, 0.0062, 0.0040, 0.0150, 0.1550, 0.0159, 0.0040, 0.0063, -0.0003, 0.0056, 0.0057, 0.0982, 0.0009, 0.0000, 0.0014, 0.0004, 0.0007, 0.0000, 0.0004, 0.0003, 0.0060, 0.0918, 0.0054, -0.0004, 0.0009, 0.0012, 0.0011, 0.0000, 0.0001, 0.0000, 0.0000, 0.0000, 0.0000, 0.0000, 0.0000, 0.0000, 0.0000, 0.0035, 0.0035, -0.0001, 0.0000, 0.0000, 0.0000, 0.0000, 0.0005, 0.0001, 0.0000, 0.0000, -0.0002, 0.0000, 0.0000, 0.0000, 0.0000, 0.0001, 0.0000, 0.0000, 0.0000, 0.0001, -0.0001, 0.0004, 0.0000, 0.0001, 0.0002, 0.0000, 0.0000, 0.0000, 0.0000, 0.0000, 0.0246, 0.1053, -0.0110, 0.1055, -0.0123, 0.0983, 0.0286, 0.0708, 0.6441, -0.0022, 0.0076, -0.0027, 0.0000, 0.0000, 0.0000, 0.0000, 0.0000, 0.0000, 0.0005, 0.0009, 0.0000, 0.0007, -0.0001, 0.0014, 0.0007, 0.0130, 0.0728, 0.0015, 0.0000, 0.0000, 0.0000, 0.0000, 0.0000, 0.0000, 0.0000, 0.0000, 0.0001, 0.0000, 0.0001, 0.0000, 0.0003, 0.0000, 0.0000, 0.0000], "total_charge": -1, "spin_multiplicity": 5, "homo_energy_ev": [-4.6211, -4.9779], "lumo_ev": [2.301, 1.763], "gap_ev": [6.922, 6.741], "e_above_lowest_kcal_mol": 8.48, "s2": 6.054}

Record 2
{"formula": "C49H58NO10P2", "method": "ωB97M-V/def2-TZVPD", "species": ["C", "C", "C", "P", "C", "N", "C", "C", "C", "C", "C", "C", "C", "C", "C", "C", "C", "C", "P", "C", "C", "C", "H", "H", "H", "H", "H", "H", "H", "H", "H", "H", "H", "H", "H", "H", "H", "H", "H", "H", "H", "H", "H", "H", "H", "H", "H", "H", "H", "H", "H", "H", "H", "H", "H", "H", "H", "H", "H", "H", "C", "C", "C", "O", "C", "C", "C", "O", "H", "H", "H", "H", "C", "C", "C", "O", "C", "C", "C", "O", "H", "H", "H", "H", "C", "C", "C", "O", "C", "C", "C", "O", "H", "H", "H", "H", "C", "C", "C", "O", "C", "C", "C", "O", "H", "H", "H", "H", "C", "C", "C", "O", "C", "C", "C", "O", "H", "H", "H", "H"], "coordinates": [[2.864, 2.338, 6.111], [1.703, 2.356, 5.069], [2.208, 2.308, 3.613], [1.251, 1.290, 2.288], [0.947, 2.803, 1.082], [-0.294, 2.535, 0.292], [1.390, -0.415, 3.312], [2.297, -1.510, 2.816], [1.939, -2.332, 1.734], [2.757, -3.354, 1.285], [3.977, -3.610, 1.889], [4.341, -2.826, 2.981], [3.525, -1.805, 3.446], [4.044, -1.003, 4.624], [-0.503, 1.538, 3.102], [-1.028, 2.969, 3.377], [-2.202, 3.408, 2.456], [-1.625, 2.998, 4.834], [3.304, 0.896, 1.267], [2.919, 0.474, -0.509], [4.316, 2.475, 1.137], [5.706, 2.341, 1.825], [2.593, 1.683, 6.948], [3.784, 1.927, 5.694], [3.048, 3.321, 6.547], [1.199, 3.313, 5.222], [1.039, 1.539, 5.337], [3.206, 1.853, 3.666], [2.370, 3.334, 3.272], [0.628, 0.490, 1.250], [0.892, 3.780, 1.567], [1.749, 2.873, 0.335], [-0.074, 1.815, -0.386], [-0.557, 3.359, -0.240], [1.614, -0.257, 4.367], [0.379, -0.834, 3.261], [0.988, -2.163, 1.244], [2.458, -3.974, 0.445], [4.651, -4.385, 1.547], [5.290, -3.006, 3.476], [3.257, -0.645, 5.280], [4.745, -1.631, 5.180], [4.624, -0.149, 4.259], [-0.614, 0.953, 4.018], [-1.200, 1.073, 2.396], [-0.256, 3.738, 3.401], [-3.052, 3.775, 3.033], [-2.475, 2.628, 1.750], [-1.864, 4.253, 1.844], [-1.054, 2.388, 5.531], [-2.627, 2.559, 4.790], [-1.720, 4.030, 5.183], [2.079, -0.223, -0.505], [3.791, 0.011, -0.967], [2.593, 1.353, -1.083], [4.495, 2.635, 0.068], [3.770, 3.354, 1.484], [5.949, 3.276, 2.335], [6.453, 2.119, 1.065], [5.665, 1.514, 2.532], [2.523, -2.452, -4.918], [2.304, -2.746, -3.638], [1.237, -2.061, -2.865], [1.021, -2.321, -1.704], [0.436, -1.031, -3.569], [0.655, -0.733, -4.846], [1.713, -1.425, -5.621], [1.909, -1.163, -6.792], [3.292, -2.939, -5.503], [2.882, -3.490, -3.103], [-0.329, -0.539, -2.981], [0.079, 0.016, -5.368], [4.001, 0.722, -8.732], [4.735, 0.882, -7.634], [6.135, 1.367, -7.707], [6.810, 1.511, -6.710], [6.687, 1.669, -9.053], [5.953, 1.509, -10.151], [4.552, 1.024, -10.076], [3.887, 0.881, -11.081], [2.979, 0.366, -8.697], [4.351, 0.667, -6.645], [7.710, 2.022, -9.083], [6.335, 1.723, -11.141], [-3.014, -1.605, 1.419], [-4.105, -2.362, 1.527], [-4.200, -3.666, 0.831], [-5.197, -4.362, 0.925], [-3.044, -4.103, 0.012], [-1.954, -3.348, -0.096], [-1.854, -2.037, 0.599], [-0.863, -1.354, 0.498], [-2.915, -0.648, 1.918], [-4.968, -2.070, 2.120], [-3.140, -5.061, -0.483], [-1.093, -3.641, -0.685], [-9.256, -3.911, 2.581], [-8.045, -3.359, 2.567], [-7.819, -2.005, 3.132], [-6.717, -1.498, 3.119], [-8.984, -1.293, 3.711], [-10.192, -1.848, 3.724], [-10.423, -3.203, 3.161], [-11.527, -3.707, 3.176], [-9.448, -4.896, 2.174], [-7.178, -3.856, 2.146], [-8.792, -0.307, 4.117], [-11.058, -1.349, 4.141], [-4.289, -0.720, -4.936], [-3.046, -0.261, -5.057], [-2.647, 1.040, -4.462], [-1.515, 1.467, -4.568], [-3.684, 1.804, -3.726], [-4.926, 1.344, -3.606], [-5.327, 0.046, -4.201], [-6.458, -0.376, -4.093], [-4.603, -1.665, -5.362], [-2.277, -0.806, -5.588], [-3.368, 2.747, -3.297], [-5.697, 1.885, -3.073]], "forces_ev_per_angstrom": [[-0.5, -0.4, 0.1], [1.0, 0.5, 0.3], [0.2, -0.3, 0.6], [-0.8, 0.4, -0.1], [-0.3, -0.2, -0.8], [0.0, 0.3, 0.3], [0.3, -0.8, -0.2], [0.3, -0.2, 0.1], [-0.2, 0.2, 0.3], [0.2, -0.3, -0.3], [0.1, 0.4, 0.4], [-0.2, -0.1, -0.2], [0.0, 0.3, 0.4], [0.2, -0.3, -0.5], [-0.3, 0.5, -0.3], [-1.2, -0.5, 1.6], [1.1, 0.7, -0.4], [0.0, -0.2, -0.7], [1.0, -0.7, 0.1], [-0.3, 0.6, 0.3], [0.2, -0.2, -0.5], [-1.0, 0.2, -0.2], [0.0, 0.1, 0.0], [0.1, 0.2, -0.1], [0.2, 0.1, -0.2], [-0.5, -0.3, 0.0], [-0.2, 0.0, -0.3], [0.0, -0.1, -0.2], [0.0, 0.0, -0.1], [0.3, -0.1, -0.1], [-0.3, 0.0, 0.0], [0.4, 0.1, 0.5], [0.0, -0.1, 0.0], [0.0, 0.0, 0.0], [-0.1, 0.2, 0.0], [-0.1, 0.3, -0.1], [0.1, 0.1, 0.0], [-0.1, 0.1, 0.0], [-0.1, -0.1, -0.1], [0.0, 0.0, 0.0], [0.1, 0.0, 0.1], [-0.1, 0.1, 0.2], [-0.2, 0.1, 0.0], [0.3, 0.0, 0.0], [0.2, -0.1, -0.1], [0.2, -0.2, -0.4], [-0.1, -0.2, 0.0], [-0.2, -0.1, 0.2], [-0.2, -0.1, -0.1], [0.2, 0.3, 0.1], [0.0, 0.0, 0.1], [0.0, -0.1, 0.2], [0.1, -0.2, 0.0], [-0.1, 0.0, -0.2], [0.2, 0.0, -0.1], [-0.2, 0.1, 0.0], [0.0, 0.0, 0.1], [0.3, -0.1, 0.1], [0.2, 0.0, 0.2], [0.2, 0.1, 0.1], [0.0, 0.0, 0.0], [0.0, 0.0, -0.1], [0.0, 0.1, 0.1], [0.0, -0.3, 0.0], [-0.1, 0.1, -0.1], [0.1, -0.1, -0.1], [0.0, 0.0, 0.1], [0.1, 0.0, 0.0], [0.0, 0.0, 0.0], [0.0, 0.0, 0.0], [0.0, 0.0, 0.1], [0.0, 0.1, 0.0], [0.0, 0.0, 0.0], [0.0, 0.0, 0.0], [0.0, 0.0, 0.1], [0.0, 0.0, 0.0], [0.0, 0.0, -0.1], [0.1, 0.0, 0.0], [0.0, 0.0, 0.0], [0.0, 0.0, 0.0], [0.0, 0.0, 0.0], [0.0, 0.0, 0.0], [0.0, 0.0, 0.0], [0.0, 0.0, 0.0], [-0.1, 0.0, 0.0], [0.0, 0.0, 0.0], [0.0, 0.0, 0.0], [0.0, 0.0, 0.0], [0.0, 0.0, 0.0], [0.0, -0.1, 0.0], [0.0, 0.0, 0.0], [-0.3, 0.0, -0.1], [0.1, 0.0, 0.0], [0.2, -0.1, -0.1], [0.0, 0.0, 0.0], [0.0, 0.1, 0.0], [0.0, 0.0, 0.0], [0.0, -0.1, 0.0], [0.0, 0.0, 0.0], [-0.2, 0.1, 0.1], [-0.1, 0.0, 0.0], [0.0, 0.0, 0.0], [0.0, 0.0, 0.0], [0.0, 0.0, 0.0], [0.0, 0.0, 0.0], [0.0, 0.0, 0.0], [0.0, 0.0, 0.0], [0.0, 0.0, 0.0], [0.1, 0.0, 0.0], [0.0, 0.0, 0.0], [0.0, 0.1, 0.1], [-0.1, 0.0, -0.1], [-0.1, 0.0, 0.0], [0.0, 0.0, 0.0], [0.0, 0.0, 0.0], [0.0, 0.0, 0.0], [0.0, 0.0, 0.0], [0.0, 0.0, 0.0], [0.0, 0.0, 0.0], [0.0, 0.0, 0.0]], "mulliken_charge": [-1.5041, -0.0617, -1.4031, 2.5728, -1.8257, -0.2882, -1.5920, -0.3614, 0.4352, -0.7967, -0.8228, -0.7696, 1.4220, -1.3916, -1.6810, 1.0732, -1.5194, -1.9442, 0.4442, -0.8240, -0.7280, -1.0182, 0.3359, 0.3057, 0.3516, 0.4136, -0.0100, 0.3217, 0.6304, -1.3084, 0.5253, 0.7853, 0.0338, 0.2597, 0.6041, 0.4924, 0.0480, 0.4463, 0.3628, 0.3492, 0.2337, 0.5492, 0.0311, 0.8471, 0.1030, 0.2999, 0.5024, 0.1822, 0.2352, 0.3910, 0.5408, 0.3635, -0.2526, 0.5421, 0.3991, 0.5766, 0.4075, 0.3140, 0.3829, 0.1427, -0.4350, -0.5331, -0.0247, -0.1691, 0.0841, -0.3256, 0.1605, -0.6121, 0.4324, 0.4747, 0.3570, 0.6627, -0.2752, -0.3264, 0.2764, -0.5331, -0.3609, -0.3774, 0.3721, -0.5483, 0.4886, 0.4718, 0.4026, 0.3994, -0.7281, -0.3313, 0.4613, -0.6278, -0.5563, -0.4826, 0.0205, -0.1960, 0.5841, 0.7534, 0.4608, 0.4630, -0.4475, -0.2529, 0.4776, -0.5393, -0.4300, -0.3911, 0.3260, -0.5614, 0.4399, 0.4984, 0.4315, 0.3948, -0.4885, -0.1061, 0.5647, -0.5665, -0.4504, -0.4366, 0.3430, -0.5646, 0.4288, 0.4398, 0.4356, 0.4178], "total_charge": -1, "homo_energy_ev": -2.8578, "lumo_ev": -0.320, "gap_ev": 2.537}